Entry 1:
Here is the molecule C6H9N from the OMol25 dataset. Energies are from ωB97M-V/def2-TZVPD.

```
16
Properties=species:S:1:pos:R:3:nbo_charge:R:1
C 0.73981 -0.34796 -1.32657 -0.31
C -0.66069 -0.84578 0.37341 0.12
H 0.57538 2.91561 -0.91287 0.21
H -0.48388 1.09024 1.22427 0.40
H 2.06815 2.10163 -1.38485 0.23
H 1.35822 -0.42888 -2.21078 0.22
C 1.27371 2.11704 -0.63464 -0.64
C -0.06795 -1.37045 -0.74785 -0.30
H -0.17997 -2.38881 -1.10333 0.22
N -0.23986 0.45995 0.47626 -0.51
C 0.62168 0.77444 -0.54641 0.12
C -1.51781 -1.48769 1.41418 -0.64
H -2.36171 -0.85249 1.70625 0.21
H -0.93805 -1.70587 2.31967 0.21
H 1.73615 2.39908 0.31948 0.21
H -1.92317 -2.43005 1.03379 0.23
```

Summary:
**Orbital gap**: 8.7 eV
**SMILES**: Cc1ccc(C)[nH]1
**DFT total energy**: -288.7817 hartree
**E_HOMO**: -7.68 eV
**Relative energy (zero: lowest compared OMol25 entry of this formula, charge and spin)**: 0.2 kcal per mole


Entry 2:
Here is a structure of composition C6H9N from the OMol25 dataset. Energies are from ωB97M-V/def2-TZVPD.

```
16
Properties=species:S:1:pos:R:3:nbo_charge:R:1
C 1.71768 0.10970 0.35098 -0.04
C 2.04052 1.23379 1.05598 -0.45
C -1.31602 -1.02073 -0.68945 -0.09
H 2.43296 2.09307 0.51526 0.23
H -2.20413 -1.65316 -0.64189 0.20
H 0.17619 -2.57079 -0.38514 0.23
H -2.40579 0.58245 -1.33287 0.36
C 0.06921 -1.60027 -0.88134 -0.47
H 0.41291 -1.67349 -1.91820 0.23
H -1.85319 0.39684 0.92845 0.21
C -1.08710 0.17885 0.18484 -0.18
H -0.23720 1.30577 0.88307 0.08
H 2.41153 1.13592 2.07663 0.23
H 0.51716 1.68772 1.18486 0.04
N -1.42752 0.33007 -1.21984 -0.60
C 0.75279 -0.53573 -0.11134 0.02
```

Summary:
**Orbital gap**: 9.8 eV
**DFT total energy**: -288.5063 hartree
**E_HOMO**: -8.82 eV
**Relative energy (zero: lowest compared OMol25 entry of this formula, charge and spin)**: 173.0 kcal per mole


Entry 3:
Here is a cluster of 3 separate species, C6H9N in total from the OMol25 dataset. Energies are from ωB97M-V/def2-TZVPD.

```
16
Properties=species:S:1:pos:R:3:nbo_charge:R:1
C -0.74812 -0.25605 0.01459 0.24
C -0.55370 1.92856 -0.54513 -0.14
H -0.97926 2.90598 -0.73226 0.21
C 1.71567 -0.71520 0.20420 -0.23
H 2.60376 -0.60024 -0.40345 0.21
H -2.42365 -1.50737 0.47676 0.22
H 2.20786 1.53950 0.36647 0.08
C 0.61525 0.11687 0.05001 -0.27
H 1.62302 -1.67449 0.71594 0.19
C -1.38910 -1.60057 0.12734 -0.65
N -1.42815 0.82728 -0.40994 -0.50
H -0.84508 -2.22575 0.84152 0.23
C 0.70106 1.53122 -0.22377 -0.15
H 2.74848 0.97444 0.75952 -0.07
H -1.40912 -2.12782 -0.83409 0.23
H -2.43894 0.88362 -0.40771 0.40
```

Summary:
**Orbital gap (spin up / spin down)**: 7.5 / 6.5 eV
**DFT total energy**: -288.5724 hartree
**E_HOMO (spin up / spin down)**: -7.81 / -7.12 eV
**Relative energy (zero: lowest compared OMol25 entry of this formula, charge and spin)**: 131.5 kcal per mole


Entry 4:
Here is the molecule C6H9N from the OMol25 dataset. Energies are from ωB97M-V/def2-TZVPD.

```
16
Properties=species:S:1:pos:R:3:nbo_charge:R:1
H -2.29524 0.52909 -1.44747 0.22
C -1.17972 -1.34197 -1.21224 -0.08
N -0.03925 -1.62848 -0.50774 -0.50
H -0.93155 2.62561 -0.23786 0.22
H 0.40839 -2.52925 -0.46790 0.41
H -0.69209 2.00040 1.39731 0.21
C -1.46158 -0.01368 -1.01964 -0.30
C -0.45375 0.52480 -0.16644 -0.09
H 2.37016 -1.23120 0.68515 0.21
H 0.69790 2.27637 0.34694 0.21
H 1.38903 -0.68343 2.05405 0.22
C 1.62817 -0.48910 1.00139 -0.64
H -1.68310 -2.09867 -1.79848 0.21
C -0.34147 1.92508 0.36034 -0.63
H 2.10445 0.49614 0.95694 0.23
C 0.41415 -0.50061 0.13080 0.12
```

Summary:
**Orbital gap**: 8.8 eV
**SMILES**: Cc1cc[nH]c1C
**DFT total energy**: -288.7793 hartree
**E_HOMO**: -7.78 eV
**Relative energy (zero: lowest compared OMol25 entry of this formula, charge and spin)**: 1.7 kcal per mole


Entry 5:
Here is a structure of composition C6H9N from the OMol25 dataset. Energies are from ωB97M-V/def2-TZVPD.

```
16
Properties=species:S:1:pos:R:3:nbo_charge:R:1
H -2.08124 1.81261 -0.01715 0.21
C 0.14235 -1.52553 -1.12474 -0.19
H -1.09908 1.44517 1.41964 0.16
N -0.41833 0.63959 -0.48399 -0.41
H 1.73092 1.06614 0.03150 0.21
H -0.53610 2.61552 0.22882 0.20
H 0.97297 -1.46229 1.40574 0.21
C 0.42031 -0.58956 1.04822 -0.39
C -0.66132 -0.79224 -0.04930 -0.11
H 0.07253 0.02478 1.88949 0.20
H -1.68902 -1.09515 0.16936 0.21
H -0.16448 -2.37300 -1.72008 0.22
C 1.26124 -0.80697 -1.17459 -0.19
H 2.10400 -0.88104 -1.84774 0.22
C -1.05665 1.65860 0.33872 -0.43
C 1.00190 0.26338 -0.11389 -0.11
```

Summary:
**Orbital gap**: 9.7 eV
**DFT total energy**: -288.6709 hartree
**E_HOMO**: -8.50 eV
**Relative energy (zero: lowest compared OMol25 entry of this formula, charge and spin)**: 69.7 kcal per mole


Entry 6:
Here is the molecule C6H9N at a distorted geometry from the OMol25 dataset. Energies are from ωB97M-V/def2-TZVPD.

```
16
Properties=species:S:1:pos:R:3:nbo_charge:R:1
C -1.30154 0.49117 -1.48478 -0.23
H 0.66301 -2.08743 1.31474 0.20
H 1.07659 0.42762 -2.11004 0.50
H -1.70286 1.32093 -0.90670 0.22
C 0.93058 -1.03538 1.37944 -0.41
H -1.11994 -0.45918 2.08420 0.21
H 0.17589 0.79042 2.41147 0.22
H 1.96051 -0.84826 1.66926 0.22
H -0.51428 -1.56098 -1.17855 0.21
N 0.17443 0.50700 -1.63104 -0.48
C 0.30927 -0.08373 0.40802 -0.13
C 1.03074 0.96158 -0.42141 -0.45
C -0.45429 -0.53634 -0.81153 -0.03
C -0.14068 -0.06858 1.82642 -0.43
H -1.91771 0.16170 -2.32001 0.22
H 0.83030 2.01945 -0.22949 0.15
```

Summary:
**Orbital gap**: 7.4 eV
**DFT total energy**: -288.5418 hartree
**E_HOMO**: -6.50 eV
**Relative energy (zero: lowest compared OMol25 entry of this formula, charge and spin)**: 150.8 kcal per mole


Entry 7:
Here is the molecule C6H9N at a distorted geometry from the OMol25 dataset. Energies are from ωB97M-V/def2-TZVPD.

```
16
Properties=species:S:1:pos:R:3:nbo_charge:R:1
C -0.09727 0.30547 0.21186 -0.09
H 1.52966 1.55597 1.04307 0.22
H 0.61277 0.55959 2.28042 0.22
C 0.93113 -1.23750 -1.34764 -0.32
H 0.17058 0.81160 -2.03652 0.21
H -0.66672 2.43973 0.13291 0.22
H 0.86285 -1.87121 -2.21017 0.24
C -0.79416 -1.04768 0.23890 -0.22
H -0.31641 -1.86145 0.79989 0.18
C -0.69058 1.55345 0.76042 -0.40
C 0.25025 0.06101 -1.25025 -0.08
H -1.58388 1.45346 1.37239 0.22
N -0.54386 -1.19509 -1.19532 -0.36
H -1.86958 -1.04657 0.41584 0.20
H 1.58786 -1.50778 -0.51477 0.19
C 0.61736 1.02700 1.29898 -0.42
```

Summary:
**Orbital gap**: 10.1 eV
**SMILES**: C1[C@H]2N1CC21CC1
**DFT total energy**: -288.6470 hartree
**E_HOMO**: -9.02 eV
**Relative energy (zero: lowest compared OMol25 entry of this formula, charge and spin)**: 84.7 kcal per mole


Entry 8:
Here is the molecule C6H9N from the OMol25 dataset. Energies are from ωB97M-V/def2-TZVPD.

```
16
Properties=species:S:1:pos:R:3:nbo_charge:R:1
H 1.01315 -0.25477 -2.05924 0.21
H 3.44529 1.37663 -0.01676 0.20
H 2.77804 -0.32855 0.16262 0.19
H 0.80510 0.49347 1.42293 0.20
H -3.07093 -1.03669 1.15566 0.22
H -1.59347 -1.98339 0.86778 0.22
H -2.67624 0.26823 -0.98792 0.21
C -2.41708 -1.45422 0.38109 -0.63
C 0.55995 0.19863 -1.17894 -0.10
C -0.66197 -0.11686 -0.81923 0.00
N 1.36872 1.17881 -0.55589 -0.40
C -1.91349 -0.36436 -0.52870 -0.24
H 1.40290 2.22996 1.32630 0.20
C 2.57419 0.74089 0.12506 -0.25
C 1.39779 1.23533 0.88791 -0.25
H -3.01196 -2.18313 -0.18267 0.22
```

Summary:
**Orbital gap**: 9.5 eV
**SMILES**: CC=C=CN1CC1
**DFT total energy**: -288.6671 hartree
**E_HOMO**: -8.36 eV
**Relative energy (zero: lowest compared OMol25 entry of this formula, charge and spin)**: 72.1 kcal per mole


Entry 9:
Here is the molecule C6H9N from the OMol25 dataset. Energies are from ωB97M-V/def2-TZVPD.

```
16
Properties=species:S:1:pos:R:3:nbo_charge:R:1
H 2.50945 2.07062 0.93569 0.33
H -1.91422 -2.04335 1.04059 0.23
N 1.65579 1.63916 0.58012 -0.64
C -1.39868 1.46998 -0.68085 -0.66
C 1.90551 0.49732 0.07410 0.13
C -0.37406 -0.88676 0.14007 0.04
C -0.58711 0.26105 -0.41385 0.08
H -0.29550 -2.35281 1.70971 0.23
H -1.02514 1.99938 -1.56074 0.23
H -2.45746 1.23285 -0.82027 0.22
H -1.30033 2.15121 0.17074 0.25
C 0.80557 -0.27760 -0.57629 -0.34
C -0.85133 -2.12573 0.79498 -0.65
H 2.92196 0.07632 0.01633 0.15
H -0.72102 -2.97407 0.11192 0.23
H 1.12657 -0.73757 -1.52225 0.18
```

Summary:
**Orbital gap**: 9.8 eV
**SMILES**: [H]/N=C/C1C(C)=C1C
**DFT total energy**: -288.6808 hartree
**E_HOMO**: -8.76 eV
**Relative energy (zero: lowest compared OMol25 entry of this formula, charge and spin)**: 63.5 kcal per mole


Entry 10:
Here is a structure of composition C6H9N at a distorted geometry from the OMol25 dataset. Energies are from ωB97M-V/def2-TZVPD.

```
16
Properties=species:S:1:pos:R:3:nbo_charge:R:1
C 0.22818 -0.71011 -0.29560 -0.21
C -1.05975 1.20360 -0.11308 -0.19
H 0.23958 -0.58164 -1.37800 0.20
H -2.95552 0.28292 -0.13726 0.21
H -1.19939 -1.39989 1.27611 0.22
C -1.89088 0.13429 -0.07260 -0.19
H 0.22752 0.64329 1.31192 0.15
C 1.76004 -0.70134 0.06305 -0.21
H 2.18360 1.34714 0.39413 0.35
N 1.64772 0.77502 -0.16867 -0.60
H 2.40766 -1.15210 -0.67173 0.20
H 1.87346 -1.05663 1.07052 0.18
H -1.52994 -1.99795 -0.48495 0.22
C 0.27768 0.64956 0.23500 -0.11
H -1.44212 2.30209 0.00191 0.22
C -1.20507 -1.21139 0.14957 -0.44
```

Summary:
**Orbital gap**: 10.0 eV
**DFT total energy**: -288.6534 hartree
**E_HOMO**: -8.85 eV
**Relative energy (zero: lowest compared OMol25 entry of this formula, charge and spin)**: 80.7 kcal per mole


Entry 11:
Here is a structure of composition C6H9N from the OMol25 dataset. Energies are from ωB97M-V/def2-TZVPD.

```
16
Properties=species:S:1:pos:R:3:nbo_charge:R:1
C -0.88623 0.32809 -0.39957 -0.21
C -2.34083 -0.37572 0.61736 0.05
C -1.22040 -0.96352 0.29159 -0.24
N 0.16844 1.11074 0.19920 -0.40
H 1.14370 2.98322 -0.25213 0.21
H -0.86688 0.26617 -1.49950 0.19
C -0.51134 -2.25169 0.51490 -0.63
H -1.87153 0.88203 -0.18770 0.28
H -0.25674 -2.74906 -0.42638 0.22
H 0.41375 -2.09688 1.07859 0.23
H 2.25342 0.82478 0.65769 0.21
H -1.15096 -2.92450 1.09358 0.23
C 1.53365 0.77532 -0.15546 -0.26
C 0.89624 2.01169 -0.67120 -0.25
H 1.70404 -0.02789 -0.87264 0.19
H 0.64173 2.02369 -1.73203 0.19
```

Summary:
**Orbital gap**: 10.5 eV
**DFT total energy**: -288.5797 hartree
**E_HOMO**: -9.50 eV
**Relative energy (zero: lowest compared OMol25 entry of this formula, charge and spin)**: 127.0 kcal per mole


Entry 12:
Here is a structure of composition C6H9N at a distorted geometry from the OMol25 dataset. Energies are from ωB97M-V/def2-TZVPD.

```
16
Properties=species:S:1:pos:R:3:nbo_charge:R:1
H -0.65792 -2.12483 0.28812 0.22
C 1.26784 -0.80199 -0.16924 0.08
C -0.31617 1.56673 0.30043 -0.63
H 0.19368 -0.92815 -2.08312 0.24
C -0.84268 -1.07313 0.55349 -0.25
H -2.40300 0.15847 0.22502 0.36
C -0.48288 0.17712 -0.30121 0.12
H 0.71307 1.94094 0.23296 0.23
H -0.78777 -0.90922 1.62729 0.21
H -0.96804 2.27441 -0.23303 0.22
C 0.57680 -0.24654 -1.31749 -0.51
N -1.78853 -0.42040 -0.33087 -0.59
H 1.19660 0.54163 -1.76408 0.24
H 2.97826 -0.87691 0.72922 0.24
C 1.91848 -0.84887 0.88547 -0.41
H -0.59774 1.57074 1.35702 0.22
```

Summary:
**Orbital gap**: 9.6 eV
**DFT total energy**: -288.5809 hartree
**E_HOMO**: -8.68 eV
**Relative energy (zero: lowest compared OMol25 entry of this formula, charge and spin)**: 126.2 kcal per mole